(1)
# C8H11NS

The molecule C8H11NS (wB97M-V/def2-TZVPD, the OMol25 dataset).

Geometry (Å):
1 C -0.51124 -2.14986 0.07435
2 C -1.82738 -1.95425 -0.35333
3 C 0.17936 -0.97119 0.21931
4 C -0.75664 0.07396 0.20277
5 C 2.49303 -1.46456 -0.32635
6 C -0.59909 1.55619 0.32224
7 C -1.32714 2.30514 -0.79934
8 C 0.11021 2.17540 1.33730
9 N 1.57057 -0.85475 0.68986
10 S -2.40752 -0.38095 -0.20628
11 H -0.00539 -3.11937 0.11206
12 H -2.47109 -2.77948 -0.70303
13 H 2.22225 -2.55625 -0.38753
14 H 2.16412 -0.94744 -1.27668
15 H -1.10113 3.42800 -0.88675
16 H -2.36719 2.20954 -0.57124
17 H -1.22592 1.76817 -1.75323
18 H 3.55426 -1.38527 -0.15586
19 H 0.50180 1.63054 2.12596
20 H 0.26537 3.25610 1.40843
21 H 1.53874 0.16032 0.92732

Calculated values
HOMO-LUMO gap: 8.762 eV
Net charge: 0
ΔE to the lowest compared entry with this formula, charge and spin: 142.3 kJ/mol
Maximum force: 0.070 hartree/bohr
SMILES: C=C(C)c1sccc1NC
E_LUMO: 0.8 eV

---

(2)
# C8H11NSe

The molecule C8H11NSe (wB97M-V/def2-TZVPD, the OMol25 dataset).

Geometry (Å):
1 C 0.48703 1.02945 1.87153
2 C -0.47311 0.22082 2.36116
3 C 0.31625 1.53929 0.54843
4 C 1.52239 0.26769 -2.53663
5 C 1.57504 -0.79982 -1.71258
6 C -1.73659 -0.24232 1.66212
7 C -1.69872 0.39594 0.05674
8 C 0.43652 -1.64796 -1.31484
9 N -0.63570 1.20958 -0.28238
10 Se -1.42920 -1.00098 -1.52071
11 H 1.34535 1.30724 2.56758
12 H -0.36032 -0.32372 3.32269
13 H 1.05020 2.26782 0.14499
14 H 2.50905 0.74780 -2.89328
15 H 0.57492 0.66738 -2.92355
16 H 2.57142 -0.97976 -1.17047
17 H -1.77644 -1.40260 1.65259
18 H -2.62150 0.33611 2.17461
19 H -2.65923 0.82546 -0.15530
20 H 0.50787 -2.63114 -1.64285
21 H 0.49477 -1.78628 -0.20985

Calculated values
HOMO-LUMO gap: 8.308 eV
Net charge: 0
ΔE to the lowest compared entry with this formula, charge and spin: 173.1 kJ/mol
Maximum force: 0.077 hartree/bohr
SMILES: C=CC[Se][C@H]1CC=CC=N1
E_LUMO: 0.2 eV

---

(3)
# C8H11O2P

The molecule C8H11O2P (wB97M-V/def2-TZVPD, the OMol25 dataset).

Geometry (Å):
1 C 1.70464 -2.31394 1.99877
2 C 1.56956 -0.94078 2.12827
3 C 1.39629 -2.81601 0.69144
4 C 1.13118 -0.04605 1.13158
5 C 0.81196 -1.98924 -0.23087
6 C 0.63241 -0.54844 -0.05972
7 C 0.23087 0.39140 -1.23941
8 C -1.80341 1.71879 -1.24431
9 O -2.72579 0.40115 -1.05822
10 O -0.60893 1.39273 -0.72922
11 P -2.29432 3.21048 -0.25404
12 H 2.09819 -2.82972 2.86876
13 H 1.69948 -0.50305 3.13327
14 H 1.81078 -3.78144 0.48352
15 H 0.99889 0.99928 1.32758
16 H 0.60250 -2.44178 -1.16069
17 H 1.11947 0.83569 -1.73906
18 H -0.09374 -0.20303 -2.11462
19 H -1.89691 1.77117 -2.35290
20 H -3.05165 0.24288 -0.17516
21 H -2.30976 3.99553 -1.41398
22 H -1.02170 3.45439 0.00900

Calculated values
HOMO-LUMO gap: 10.018 eV
Net charge: 0
ΔE to the lowest compared entry with this formula, charge and spin: 147.0 kJ/mol
Maximum force: 0.081 hartree/bohr
SMILES: O[C@@H](P)OCc1ccccc1
E_LUMO: 0.8 eV

---

(4)
# C8H11O2S

The ion C8H11O2S with charge -1 (wB97M-V/def2-TZVPD, the OMol25 dataset).

Geometry (Å):
1 C 0.68104 0.96405 2.04081
2 C 0.11663 1.94174 1.34252
3 C 0.87926 -0.49048 1.70996
4 C -0.57430 1.79999 0.00560
5 C 1.17557 -0.80201 0.47716
6 C -1.25223 0.75163 -0.46076
7 C 1.33637 -2.24499 -0.07925
8 C -1.93442 0.66057 -1.76576
9 O -2.00547 -1.78705 0.00169
10 O -1.69046 -0.41809 2.05912
11 S -2.20338 -0.47112 0.66103
12 H 1.06829 1.14746 3.03522
13 H 0.24983 3.00760 1.71188
14 H 0.63324 -1.29570 2.36060
15 H -0.69586 2.69090 -0.57888
16 H 1.14064 0.06151 -0.13517
17 H 1.84509 -2.32566 -1.07887
18 H 0.19418 -2.53200 -0.30717
19 H 1.65027 -3.01952 0.72701
20 H -2.76044 -0.02067 -1.59635
21 H -1.13846 0.20146 -2.40339
22 H -2.30697 1.66259 -2.21323

Calculated values
HOMO-LUMO gap: 7.112 eV
Net charge: -1
ΔE to the lowest compared entry with this formula, charge and spin: 264.7 kJ/mol
Maximum force: 0.056 hartree/bohr
E_LUMO: 3.8 eV

---

(5)
# C8H11O3

The molecule C8H11O3 (wB97M-V/def2-TZVPD, the OMol25 dataset).

Geometry (Å):
1 C -0.82089 2.05535 -1.29045
2 C -0.34457 1.05567 -0.23661
3 C 0.63015 1.55550 0.76864
4 C 1.42226 0.64483 1.54692
5 C 1.28470 -0.67364 1.44269
6 C 0.28013 -1.17218 0.40943
7 C 0.15150 -0.30830 -0.78128
8 O -0.24710 -0.82105 -1.92729
9 C 0.24646 -2.67891 0.18381
10 O -1.02103 -0.91110 0.88263
11 O -1.40739 0.65651 0.56125
12 H -1.84556 1.86674 -1.64810
13 H -0.79700 3.07731 -0.89408
14 H -0.12246 2.05238 -2.13367
15 H 0.98159 2.56220 0.61646
16 H 2.19161 1.02477 2.18908
17 H 1.67735 -1.46003 2.06828
18 H -2.39251 0.65223 0.41398
19 H -0.56648 -0.12390 -2.60710
20 H 1.15623 -2.95628 -0.31387
21 H 0.16921 -3.15529 1.14161
22 H -0.62619 -2.94284 -0.39233

Calculated values
HOMO-LUMO gap (spin up / spin down): 5.432 / 5.542 eV
<S²>: 0.76
Net charge: 0
Spin multiplicity: 2
ΔE to the lowest compared entry with this formula, charge and spin: 498.6 kJ/mol
Maximum force: 0.160 hartree/bohr
E_LUMO (spin up / spin down): -0.7 / -0.6 eV

---

(6)
# C8H12

A cluster of 2 separate species, C8H12 in total (wB97M-V/def2-TZVPD, the OMol25 dataset).

Geometry (Å):
1 C -1.02547 -0.55931 0.68491
2 C -1.09365 -1.83294 -0.15809
3 C -1.47827 -0.84405 2.11216
4 C -1.78919 -1.04122 3.25112
5 H -1.76061 0.17628 0.33562
6 H 0.01705 -0.24141 0.78783
7 H -2.12265 -2.18181 -0.24745
8 H -0.71195 -1.65570 -1.15818
9 H -0.49948 -2.61850 0.29750
10 H -2.05367 -1.26605 4.24432
11 C 2.13657 0.82518 -1.00450
12 C 0.95603 0.83215 -1.84883
13 C 2.29043 1.49057 0.13932
14 C -0.20217 1.44094 -1.57511
15 H 2.92928 0.14738 -1.32161
16 H 1.03675 0.25410 -2.76424
17 H 1.53785 2.18059 0.50789
18 H -0.31692 2.11485 -0.74871
19 H 3.17366 1.38256 0.73866
20 H -1.02360 1.39638 -2.27259

Calculated values
HOMO-LUMO gap: 9.625 eV
Net charge: 0
ΔE to the lowest compared entry with this formula, charge and spin: 240.5 kJ/mol
Maximum force: 0.048 hartree/bohr
SMILES: C=CC=C.C#CCC
E_LUMO: 0.6 eV